Entry from the OMol25 dataset: 2 unconnected molecules or ions with the total composition CH3NO2S at a distorted geometry (wB97M-V/def2-TZVPD).

Last column: Mulliken charge in e.
CARTESIAN COORDINATES (ANGSTROEM)
O (0.9357, 1.7457, 0.0003)  -0.417
N (1.4537, 0.6741, -0.1044)  0.588
O (2.1237, 0.0310, 0.6641)  -0.452
H (1.4111, 0.0529, -1.0242)  0.284
C (-2.3966, 1.9372, 0.2253)  -0.332
S (-1.6766, 0.5094, 0.0288)  -0.209
H (-3.4605, 1.9509, 0.3668)  0.274
H (-1.7754, 2.7149, -0.0427)  0.264

The SMILES is O=[NH+][O-].C=S. For the total energy, the calculation gives -643.15634 a.u.